(1)
{
  "formula": "C6H9NO4",
  "method": "ωB97M-V/def2-TZVPD",
  "elements": ["C", "C", "C", "C", "C", "C", "H", "H", "H", "H", "H", "H", "H", "H", "H", "N", "O", "O", "O", "O"],
  "xyz": [[-2.337, -0.098, 0.004], [-1.100, 0.137, -1.051], [-0.278, 1.370, -0.948], [0.821, -0.230, 0.589], [-0.030, -0.991, -0.315], [2.301, -0.476, 0.165], [-1.109, 0.521, 1.302], [-1.574, -0.604, -1.874], [-0.964, 2.189, -1.072], [0.524, 1.460, -1.650], [0.611, 2.371, 0.991], [0.650, -0.588, 1.602], [0.592, -1.756, -1.028], [-1.159, -1.236, 0.394], [2.375, 1.709, -0.050], [0.312, 1.281, 0.455], [-2.077, 0.127, 1.362], [-3.421, -0.738, -0.305], [2.958, 0.841, -0.020], [2.742, -1.641, -0.095]],
  "forces_ev_per_angstrom": [[-4.1, -2.0, -0.4], [-0.9, -5.4, 1.0], [-0.5, 0.5, 1.1], [1.7, 2.3, 0.6], [-5.2, -1.3, -0.9], [0.7, -0.4, -1.3], [-2.0, 0.0, 0.5], [1.5, 2.9, 0.8], [0.1, 1.0, 0.4], [0.3, -0.2, -0.9], [-0.8, -5.0, -2.1], [0.4, 0.4, 0.3], [-2.2, 1.8, 1.9], [5.0, -2.1, -1.8], [0.9, -3.4, 0.4], [-0.1, 1.8, 0.8], [1.6, 1.0, -2.5], [5.4, 3.5, 1.0], [-0.6, -1.7, -0.2], [-1.2, 6.4, 1.4]],
  "lowdin_charge": [-0.42, -0.14, -0.19, -0.26, -0.08, -0.30, 0.09, 0.19, 0.11, 0.11, 0.26, 0.15, 0.18, 0.19, 0.13, -0.09, 0.01, 0.02, -0.02, 0.07],
  "multiplicity": 1,
  "homo_lumo_gap_ev": 9.990,
  "lumo_ev": -0.3,
  "e_homo_ev": -10.2,
  "largest_force_ev_per_a": 6.62,
  "de_lowest_ev": 7.022
}

---

(2)
{
  "formula": "C6H9NOS",
  "method": "ωB97M-V/def2-TZVPD",
  "elements": ["C", "C", "C", "C", "C", "C", "N", "O", "S", "H", "H", "H", "H", "H", "H", "H", "H", "H"],
  "xyz": [[2.507, 0.715, 0.915], [1.177, 1.033, 0.638], [2.881, -0.382, 0.254], [0.463, 0.251, -0.297], [-1.847, 1.327, -0.783], [-0.903, 0.218, -0.672], [-1.634, -2.344, 0.639], [-2.008, -1.080, 0.554], [1.696, -1.030, -0.851], [3.144, 1.388, 1.397], [0.771, 1.927, 1.015], [3.694, -0.997, 0.311], [-2.068, 1.614, 0.249], [-2.755, 1.191, -1.374], [-1.304, 2.121, -1.235], [-1.124, -0.548, -1.379], [-2.066, -2.967, -0.127], [-0.624, -2.437, 0.746]],
  "forces_ev_per_angstrom": [[-1.0, 0.0, -0.9], [-1.4, -0.1, -1.5], [-1.7, -1.0, -1.6], [2.3, -0.6, 1.2], [-0.1, 0.7, 1.3], [-0.2, -2.3, -1.1], [-0.7, -0.9, -1.5], [0.3, 0.9, 0.1], [-1.5, 1.5, 1.5], [0.9, 0.5, 1.2], [-0.8, 0.9, 0.6], [2.5, -0.9, 0.2], [-0.5, 0.4, -0.1], [0.2, -0.6, 0.3], [0.4, 1.1, -0.3], [0.2, -0.5, -0.6], [1.2, 1.2, 1.3], [-0.1, -0.3, 0.0]],
  "lowdin_charge": [-0.18, -0.12, -0.41, -0.42, -0.08, -0.22, -0.07, -0.21, 0.98, 0.09, 0.10, 0.03, 0.09, 0.09, 0.07, 0.09, 0.12, 0.07],
  "multiplicity": 1,
  "homo_lumo_gap_ev": [6.848, 8.139],
  "lumo_ev": [-0.1, -0.2],
  "e_homo_ev": [-6.9, -8.3],
  "largest_force_ev_per_a": 2.66,
  "de_lowest_ev": 3.633
}

---

(3)
{
  "formula": "C6H9NOS",
  "method": "ωB97M-V/def2-TZVPD",
  "elements": ["C", "C", "C", "C", "C", "C", "N", "O", "S", "H", "H", "H", "H", "H", "H", "H", "H", "H"],
  "xyz": [[-0.750, -2.360, -0.255], [-1.249, -1.386, -1.214], [-0.094, -1.636, 0.709], [-0.964, -0.140, -0.705], [0.135, 2.140, 1.009], [0.107, 0.682, 1.382], [-0.287, -0.309, 0.478], [2.679, -0.194, -1.383], [2.779, -1.097, -0.018], [-0.698, -3.396, -0.321], [-1.727, -1.543, -2.112], [0.392, -1.930, 1.590], [-0.931, 0.885, -1.096], [0.975, 2.788, 1.569], [0.096, 2.204, -0.117], [-0.772, 2.559, 1.312], [0.664, 0.451, 2.277], [1.902, -0.595, -1.716]],
  "forces_ev_per_angstrom": [[0.5, 2.4, -0.5], [1.1, 0.1, 2.4], [-1.6, -0.5, -0.5], [0.7, 0.6, -0.2], [1.8, -0.2, -0.5], [0.7, 1.0, -0.2], [0.7, 0.9, 1.1], [0.8, 0.2, 1.1], [1.0, 0.1, 0.3], [-0.2, -1.5, -0.3], [-0.9, -0.5, -1.7], [0.5, -0.5, 0.9], [-0.8, -0.8, -0.1], [-1.6, -1.7, -1.7], [0.7, 0.5, 1.2], [-1.6, 1.0, 0.6], [-0.2, -0.9, -0.2], [-1.5, -0.3, -1.6]],
  "lowdin_spin": [0.04, 0.07, 0.05, 0.03, 0.08, 0.59, 0.10, 0.22, 0.73, 0.00, 0.00, 0.00, 0.00, 0.01, 0.01, 0.03, 0.03, 0.00],
  "multiplicity": 3,
  "homo_lumo_gap_ev": [7.647, 6.856],
  "lumo_ev": [0.6, -1.4],
  "e_homo_ev": [-7.0, -8.2],
  "largest_force_ev_per_a": 2.89,
  "de_lowest_ev": 0.737,
  "s_squared": 2.010
}

---

(4)
{
  "formula": "C6H9NS",
  "method": "ωB97M-V/def2-TZVPD",
  "elements": ["C", "C", "C", "C", "C", "C", "N", "S", "H", "H", "H", "H", "H", "H", "H", "H", "H"],
  "xyz": [[-0.351, -2.528, 0.517], [2.581, 1.961, 0.600], [2.477, 0.604, 0.597], [1.347, -0.260, 0.140], [-2.279, -1.142, 0.234], [-2.132, -0.038, -0.860], [-1.540, -2.166, 0.519], [1.285, -1.924, 0.187], [-0.321, -3.600, 0.413], [3.510, 2.508, 0.908], [1.786, 2.666, 0.329], [3.382, -0.043, 0.775], [0.511, 0.018, -0.426], [-3.209, -1.024, 0.919], [-1.930, 0.867, -0.430], [-3.129, -0.093, -1.332], [-1.376, -0.373, -1.516]],
  "forces_ev_per_angstrom": [[2.9, -2.1, -1.1], [0.4, 0.1, 0.2], [-0.1, -1.4, -1.0], [1.3, 0.9, 0.5], [-1.3, 1.1, 1.2], [-1.7, -4.3, 0.7], [-3.5, 2.9, 0.4], [0.4, -0.5, 0.8], [0.9, -0.6, 0.2], [-0.8, -1.0, -0.3], [0.0, -0.7, 0.1], [-0.8, 1.0, 0.3], [-1.0, 1.7, -0.4], [1.4, -0.3, -1.4], [0.4, 2.5, 1.0], [0.6, 0.6, -0.2], [0.8, 0.0, -1.0]],
  "lowdin_charge": [-0.49, -0.03, -0.25, -0.49, -0.15, -0.06, -0.04, 0.96, 0.06, 0.06, 0.05, 0.10, 0.00, 0.13, 0.04, 0.08, 0.05],
  "multiplicity": 1,
  "homo_lumo_gap_ev": [6.433, 7.275],
  "lumo_ev": [-0.5, 0.0],
  "e_homo_ev": [-6.9, -7.3],
  "largest_force_ev_per_a": 4.64,
  "de_lowest_ev": 4.736
}

---

(5)
{
  "formula": "C6H9NS",
  "method": "ωB97M-V/def2-TZVPD",
  "elements": ["C", "C", "C", "C", "N", "C", "C", "S", "H", "H", "H", "H", "H", "H", "H", "H", "H"],
  "xyz": [[-0.795, 0.180, 2.631], [-0.919, -0.545, 1.521], [-0.180, -0.453, 0.202], [-0.992, 0.066, -1.053], [0.054, 0.172, -2.097], [1.242, 0.719, -1.466], [1.321, 0.014, -0.043], [0.828, -1.746, -0.073], [0.232, 0.799, 2.915], [-1.294, 0.100, 3.542], [-1.665, -1.382, 1.467], [-1.437, 1.115, -0.976], [-1.676, -0.595, -1.494], [0.192, -0.969, -2.311], [1.162, 1.824, -1.305], [2.000, 0.452, -2.308], [1.926, 0.249, 0.850]],
  "forces_ev_per_angstrom": [[4.5, 1.2, -0.3], [-0.6, 0.0, -0.2], [-1.7, 3.4, 0.9], [2.0, 2.1, 0.0], [-0.9, -3.3, -0.3], [1.2, -1.2, -0.8], [-1.9, -0.7, -0.1], [2.7, -2.6, -1.0], [-2.7, -1.1, -1.6], [-1.4, -0.7, 1.0], [0.3, 1.1, 0.2], [0.4, -1.4, 0.6], [-1.5, -1.0, 0.1], [0.4, 4.1, 0.5], [0.0, -0.9, -0.3], [-0.3, 0.8, 2.2], [-0.3, 0.2, -0.9]],
  "lowdin_charge": [0.00, -0.20, -0.78, -0.19, -0.16, -0.24, -0.34, 0.94, 0.12, 0.01, 0.12, 0.14, 0.09, 0.14, 0.12, 0.14, 0.10],
  "multiplicity": 1,
  "homo_lumo_gap_ev": 9.640,
  "smiles": "C=C[C@@]12CNC[C@@H]1S2",
  "lumo_ev": 0.8,
  "e_homo_ev": -8.8,
  "largest_force_ev_per_a": 4.71,
  "de_lowest_ev": 3.262
}

---

(6)
{
  "formula": "C6H9NS",
  "method": "ωB97M-V/def2-TZVPD",
  "elements": ["C", "C", "C", "C", "S", "C", "N", "C", "H", "H", "H", "H", "H", "H", "H", "H", "H"],
  "xyz": [[-0.770, 2.078, 0.010], [-0.269, 0.682, 0.181], [-0.057, -0.052, 1.367], [0.065, -1.403, 0.546], [-1.513, -0.768, -0.494], [1.278, -0.890, -0.415], [2.119, 0.192, -0.105], [0.936, 0.571, -0.738], [-1.315, 2.418, 0.895], [0.114, 2.858, 0.198], [-1.185, 2.143, -1.040], [0.717, 0.123, 2.014], [-1.108, -0.165, 1.787], [0.110, -2.312, 1.119], [2.027, -1.621, -1.160], [2.073, 0.581, 0.773], [0.849, 1.002, -1.652]],
  "forces_ev_per_angstrom": [[1.4, 2.0, 1.1], [-1.0, 2.3, -4.5], [-4.0, -4.1, 0.9], [0.9, 3.4, -1.4], [2.5, 0.2, 1.3], [1.3, -3.5, -2.7], [2.1, 1.0, -0.2], [-1.8, -4.1, 1.4], [-1.3, -0.3, -0.7], [-1.2, -1.7, -1.1], [0.1, 0.6, 1.6], [1.8, 0.8, 1.9], [1.6, 0.5, 0.7], [-0.1, -0.5, -0.4], [-3.2, 1.8, 2.0], [0.6, 0.5, 2.8], [0.2, 1.1, -2.7]],
  "lowdin_charge": [-0.08, -0.67, -0.25, -0.30, 0.81, -0.25, 0.04, -0.28, 0.07, 0.13, 0.11, 0.09, 0.12, 0.09, 0.20, 0.06, 0.11],
  "multiplicity": 1,
  "homo_lumo_gap_ev": 9.092,
  "smiles": "C[C@@]12C[C@@H](S1)[C@@H]1N[C@@H]12",
  "lumo_ev": 0.5,
  "e_homo_ev": -8.6,
  "largest_force_ev_per_a": 5.75,
  "de_lowest_ev": 4.872
}

---

(7)
{
  "formula": "C6H9NS3",
  "method": "ωB97M-V/def2-TZVPD",
  "elements": ["C", "C", "C", "C", "C", "C", "N", "S", "S", "S", "H", "H", "H", "H", "H", "H", "H", "H", "H"],
  "xyz": [[0.914, -0.300, -0.278], [1.345, 0.437, 1.798], [1.586, 0.648, 0.495], [0.185, -1.218, 0.446], [2.354, 1.805, -0.123], [-2.361, -1.115, -0.891], [-0.549, -2.165, -0.071], [0.374, -0.897, 2.245], [-2.707, -0.001, 0.340], [-3.579, -2.245, -1.315], [0.979, -0.365, -1.358], [1.707, 1.132, 2.535], [2.497, 2.693, 0.478], [3.378, 1.618, -0.468], [1.695, 2.057, -1.040], [-1.656, -0.767, -1.658], [-0.858, -2.698, 0.640], [-1.408, 0.305, 0.333], [-2.842, -2.730, -2.237]],
  "forces_ev_per_angstrom": [[-0.4, -0.5, -0.7], [0.9, 1.2, 1.7], [0.6, 0.8, -0.2], [1.3, 0.9, 0.9], [-1.2, 0.0, -1.7], [1.7, -0.6, 0.3], [-0.7, 1.2, -3.8], [-0.2, 0.2, -2.0], [-0.5, 0.4, 0.4], [-0.9, 0.5, 1.1], [0.0, -0.1, 0.1], [0.1, -0.2, 0.4], [-0.6, 0.1, 0.5], [-0.3, -0.7, -0.1], [1.4, 0.1, 1.3], [-0.4, -0.3, 0.3], [-2.0, -2.7, 2.7], [0.5, 0.7, 0.4], [0.9, -1.0, -1.5]],
  "lowdin_charge": [-0.13, -0.45, -0.41, -0.71, -0.05, -1.00, 0.02, 0.99, 0.77, 0.78, 0.12, 0.07, 0.06, 0.07, 0.10, 0.05, 0.00, -0.13, -0.15],
  "multiplicity": 1,
  "homo_lumo_gap_ev": [6.489, 6.482],
  "lumo_ev": [-0.4, -0.4],
  "e_homo_ev": [-6.9, -6.9],
  "largest_force_ev_per_a": 4.29,
  "de_lowest_ev": 2.603
}